# 1
DFT (ωB97M-V/def2-TZVPD) results for 3 unconnected molecules or ions with the total composition C39H59BrCl2O10P2 in a non-equilibrium geometry.

XYZ file:
```
113
Properties=species:S:1:pos:R:3:forces:R:3:lowdin_charge:R:1
C 1.8510 0.3122 2.2971 0.290 -0.608 -2.048 -0.062
C 0.3869 0.4114 1.9567 -0.225 0.110 0.191 -0.348
C 0.0056 1.6084 1.1065 0.764 0.868 1.796 -0.054
C -0.5681 -0.4698 2.3532 -0.314 -0.104 0.065 -0.091
C -0.5717 -1.9717 2.1175 1.684 0.149 1.391 -0.179
C -0.0543 -2.3473 0.7137 -0.321 0.485 -0.009 -0.178
C -1.1368 -2.2518 -0.3722 -0.007 -0.066 0.197 -0.348
C -2.2717 -3.2409 -0.0417 -0.179 0.589 0.429 -0.069
C -0.6204 -2.3815 -1.8365 -0.315 -0.905 0.684 -0.134
C 0.8757 -2.6759 -2.0401 0.060 0.668 -1.141 -0.134
C 1.7681 -1.4514 -2.0449 0.046 -0.167 0.635 -0.177
C 1.5339 -0.3717 -2.8763 0.132 -0.037 0.167 0.052
C 2.3821 0.7269 -2.8078 -0.258 0.120 -0.350 -0.059
C 3.4522 0.7805 -1.9172 0.364 0.045 0.337 -0.068
C 3.7074 -0.3109 -1.0610 -0.372 -0.281 0.073 -0.200
C 4.8475 -0.3046 -0.0541 -0.071 0.340 -0.579 -0.610
Cl 4.6844 -1.5765 1.2123 0.038 0.081 -0.119 0.682
C 6.2882 -0.4244 -0.6571 0.151 0.129 1.276 -0.709
C 7.2412 0.6375 -0.0561 -0.168 -0.047 -0.540 -0.109
Cl 6.3433 -0.4453 -2.4427 0.087 -0.024 0.089 0.688
C 2.8511 -1.3942 -1.1594 -0.172 -0.293 -0.197 -0.008
C 4.2882 2.0100 -1.8810 -0.095 0.566 -0.465 -0.276
O 5.0054 2.3179 -0.9560 0.158 -0.235 0.356 0.097
C 4.2228 2.9406 -3.0645 -0.352 -0.506 0.000 -0.067
C 5.2250 3.8777 -3.2409 0.589 0.463 0.117 -0.050
C 5.2090 4.7440 -4.3263 -0.473 -0.498 0.243 -0.661
Br 6.5973 6.0171 -4.5163 -0.227 -0.147 -0.072 0.761
C 4.1666 4.6501 -5.2417 0.449 0.235 -0.112 -0.097
C 3.1686 3.7048 -5.0650 -0.263 0.325 -0.408 0.005
C 3.1656 2.8491 -3.9728 0.374 0.211 -0.050 -0.078
C 2.0821 1.8573 -3.7505 0.474 -0.196 0.402 -0.272
O 1.0098 1.9294 -4.2979 -0.325 0.182 -0.403 0.113
H 2.1869 -0.7005 2.5204 -0.056 0.098 0.316 0.059
H 2.4406 0.6540 1.4319 0.163 -0.110 0.176 0.058
H 2.0932 1.0147 3.0994 -0.257 -0.171 0.144 0.080
H -0.9746 2.0113 1.3717 -0.119 -0.183 -0.374 0.082
H 0.0916 1.3225 0.0548 -0.319 -0.111 0.051 0.078
H 0.7500 2.4022 1.2662 -0.233 0.125 -0.145 0.071
H -1.4040 -0.0653 2.9329 -0.829 0.185 -1.497 0.102
H -1.5562 -2.3713 2.3493 0.046 -0.013 -0.053 0.096
H 0.1367 -2.4360 2.8266 -0.278 -0.225 -0.005 0.109
H 0.3982 -3.3430 0.7699 -0.104 0.011 -0.226 0.119
H 0.7266 -1.6202 0.4702 0.145 -0.243 0.077 0.093
H -1.5654 -1.2461 -0.2724 0.062 -0.049 -0.003 0.131
H -2.9569 -3.4064 -0.8750 0.185 -0.137 -0.041 0.075
H -2.8707 -2.7955 0.7589 -0.100 -0.140 -0.102 0.068
H -1.9028 -4.1815 0.3788 0.056 -0.086 -0.418 0.086
H -0.9661 -1.5063 -2.3901 0.342 -0.047 -0.188 0.102
H -1.1480 -3.2373 -2.2719 -0.004 0.155 -0.083 0.108
H 0.9583 -3.0861 -3.0561 0.018 -0.109 0.131 0.126
H 1.2810 -3.4397 -1.3775 -0.210 0.090 0.157 0.112
H 0.7126 -0.3670 -3.5839 0.052 0.036 0.038 0.125
H 4.7819 0.6355 0.4834 0.071 -0.115 0.070 0.078
H 6.6728 -1.3824 -0.3152 -0.192 -0.165 -0.476 0.063
H 7.4701 1.3621 -0.8370 0.216 0.054 0.206 0.060
H 8.1481 0.1572 0.3110 0.053 0.122 -0.177 0.078
H 6.7843 1.1823 0.7692 -0.072 -0.128 -0.025 0.077
H 2.9900 -2.2722 -0.5396 0.174 0.194 0.106 0.088
H 6.0432 3.9588 -2.5349 -0.163 -0.205 0.097 0.115
H 4.1660 5.3106 -6.1007 -0.129 -0.084 0.022 0.107
H 2.3922 3.6666 -5.8211 -0.119 -0.187 0.237 0.126
O -4.7961 -0.2882 -7.1516 1.166 2.963 0.247 -0.218
P -3.5516 -0.6133 -6.4111 -0.341 -6.582 0.908 0.533
O -2.7082 -1.6068 -7.3851 0.015 0.745 0.326 -0.199
C -2.1072 -1.0682 -8.5638 0.149 0.127 -0.245 -0.281
C -0.9427 -0.1422 -8.2560 -0.074 0.079 0.113 -0.082
O -4.0919 -1.6927 -5.3036 0.167 0.561 0.097 -0.214
C -5.4882 -1.8758 -5.0742 -0.236 -0.158 -0.150 -0.298
C -6.0553 -2.9799 -5.9459 0.060 -0.211 -0.007 -0.074
O -2.2797 -0.2481 -5.4460 -0.991 2.423 -1.298 -0.199
C -2.3216 1.0048 -4.7216 -0.029 0.225 0.386 -0.261
C -3.4798 1.0695 -3.7438 -0.175 -0.169 -0.112 -0.072
H -2.8659 -0.5511 -9.1590 -0.019 -0.031 0.026 0.112
H -1.7550 -1.9192 -9.1461 -0.084 -0.083 0.101 0.117
H -1.2838 0.7714 -7.7623 0.039 0.009 -0.051 0.065
H -0.4313 0.1445 -9.1759 -0.033 -0.025 -0.018 0.078
H -0.2302 -0.6257 -7.5882 0.008 -0.034 -0.034 0.082
H -6.0269 -0.9397 -5.2202 0.046 0.007 -0.156 0.100
H -5.6044 -2.1436 -4.0219 0.178 0.002 0.010 0.115
H -5.7216 -2.8909 -6.9792 -0.051 0.214 0.002 0.074
H -7.1461 -2.9627 -5.9291 0.007 -0.011 0.024 0.077
H -5.7198 -3.9548 -5.5879 -0.022 0.005 0.017 0.074
H -2.3752 1.8312 -5.4349 0.078 -0.002 0.015 0.118
H -1.3763 1.0913 -4.1893 0.081 -0.130 -0.160 0.093
H -4.4426 1.0637 -4.2643 0.024 0.044 0.014 0.072
H -3.4261 1.9835 -3.1518 0.049 0.006 -0.025 0.083
H -3.4695 0.2090 -3.0747 0.062 0.018 0.032 0.080
O -2.9015 0.5981 7.0380 0.825 3.099 0.157 -0.218
P -1.7313 0.4582 7.9409 0.204 -6.536 1.333 0.534
O -0.6788 -0.4949 7.1511 -0.079 0.765 0.277 -0.194
C 0.0052 0.0306 6.0110 0.174 0.138 -0.230 -0.278
C 1.0226 1.0949 6.3837 -0.096 0.087 0.104 -0.071
O -2.2925 -0.5994 9.0568 0.088 0.596 0.074 -0.211
C -3.6809 -0.9195 9.1353 -0.201 -0.195 -0.162 -0.298
C -4.0206 -2.1328 8.2910 0.081 -0.203 0.015 -0.074
O -0.6316 1.0235 9.0209 -1.087 2.219 -1.611 -0.195
C -0.8956 2.3052 9.6341 -0.101 0.212 0.256 -0.267
C -2.1691 2.3026 10.4580 -0.132 -0.164 -0.076 -0.079
H -0.7222 0.4235 5.2954 -0.007 -0.033 0.016 0.101
H 0.5139 -0.8085 5.5366 -0.115 -0.096 0.085 0.118
H 0.5319 1.9940 6.7664 0.041 0.013 -0.060 0.067
H 1.6119 1.3798 5.5113 -0.029 -0.028 -0.023 0.064
H 1.6922 0.7330 7.1635 0.018 -0.040 -0.036 0.085
H -4.2894 -0.0595 8.8557 0.065 0.002 -0.150 0.100
H -3.8989 -1.1303 10.1843 0.177 0.020 0.030 0.115
H -3.5719 -2.0742 7.2999 -0.071 0.207 -0.021 0.074
H -5.1012 -2.2345 8.1792 0.005 -0.008 0.025 0.076
H -3.6351 -3.0399 8.7597 -0.023 0.004 0.014 0.075
H -0.9437 3.0726 8.8566 0.056 0.013 0.029 0.113
H -0.0395 2.5309 10.2679 0.085 -0.166 -0.087 0.119
H -3.0507 2.1546 9.8270 0.025 0.051 0.001 0.072
H -2.2873 3.2533 10.9787 0.043 0.010 -0.022 0.081
H -2.1545 1.4946 11.1885 0.060 0.024 0.030 0.086
```
Forces are in eV/Å.

Properties
- HOMO (eV) = -7.58
- orbital gap (eV) = 6.39
- SMILES = CC(C)=CCC[C@H](C)CCc1cc2c(c([C@@H](Cl)[C@H](C)Cl)c1)C(=O)c1cc(Br)ccc1C2=O.CCOP(=O)(OCC)OCC.CCOP(=O)(OCC)OCC
- total charge = 0
- E (eV) = -175541.7819
- energy above the lowest of the compared OMol25 structures with the same formula, charge and spin (kcal/mol) = 0.00

# 2
DFT (ωB97M-V/def2-TZVPD) results for 8 unconnected molecules or ions with the total composition C32H80O8 in a non-equilibrium geometry.

XYZ file:
```
120
Properties=species:S:1:pos:R:3:forces:R:3:lowdin_charge:R:1
C -36.5923 -4.5457 4.0074 -0.083 -0.101 0.249 -0.060
C -35.2371 -4.6288 3.3254 0.429 0.203 0.102 -0.273
O -34.6931 -5.9170 3.5368 -0.604 -0.579 0.323 -0.171
C -33.4993 -6.2498 2.8680 0.302 -0.370 0.114 -0.282
C -32.4187 -5.1859 2.8793 -0.545 0.091 0.038 -0.078
H -37.1365 -3.6044 3.9045 0.370 0.175 -0.545 0.058
H -37.2341 -5.3322 3.6082 -0.041 -0.086 0.201 0.073
H -36.4939 -4.6343 5.0912 0.108 -0.462 -0.041 0.077
H -35.3241 -4.4385 2.2485 0.009 0.161 -0.011 0.115
H -34.5176 -3.9408 3.7823 -0.302 0.501 -0.282 0.114
H -33.1225 -7.1388 3.3813 -0.088 0.029 0.129 0.103
H -33.6851 -6.5910 1.8415 -0.186 0.317 -0.125 0.102
H -32.2890 -4.7684 3.8793 0.170 -0.177 0.066 0.064
H -32.7161 -4.3566 2.2353 0.366 -0.017 -0.160 0.073
H -31.5005 -5.6657 2.5445 0.134 0.332 -0.086 0.083
C -29.6238 -2.7199 3.6491 0.866 0.348 0.466 -0.069
C -28.4145 -2.0181 4.3094 -0.802 -1.501 0.487 -0.283
O -27.2665 -2.7522 3.9505 0.545 0.101 -1.010 -0.173
C -26.0372 -2.1655 4.3408 -0.431 -0.126 0.160 -0.291
C -24.8459 -3.0393 3.9901 0.030 0.226 1.012 -0.074
H -29.3980 -3.7798 3.5417 0.145 0.048 -0.286 0.071
H -30.4877 -2.6905 4.3119 -0.215 0.443 -0.286 0.064
H -29.7618 -2.2233 2.6920 -0.569 -0.413 -0.131 0.072
H -28.4058 -0.9694 4.0062 0.385 0.096 0.172 0.117
H -28.5251 -2.1503 5.3942 0.028 0.664 0.099 0.114
H -25.9061 -1.1808 3.8821 -0.139 0.114 -0.095 0.116
H -26.1108 -2.0159 5.4234 0.372 0.094 0.150 0.115
H -24.6673 -3.1527 2.9260 -0.114 -0.034 -0.056 0.074
H -24.8880 -4.0015 4.5016 -0.293 -0.160 -0.319 0.075
H -23.9895 -2.5524 4.4657 0.170 0.090 -0.355 0.074
C -42.4697 -6.7741 -0.4691 0.631 -0.497 0.971 -0.071
C -41.4184 -6.4675 0.6075 0.077 -0.128 -0.901 -0.300
O -40.5267 -5.5112 0.0966 0.108 0.310 -0.551 -0.182
C -39.4768 -5.0944 0.9729 -2.471 -0.041 0.201 -0.265
C -38.5569 -4.1729 0.1941 0.753 -1.155 1.132 -0.044
H -43.0066 -5.8815 -0.7731 -0.149 -0.020 0.043 0.073
H -42.0125 -7.2597 -1.3287 0.067 0.168 -0.098 0.072
H -43.1084 -7.5174 0.0150 -0.454 0.176 -0.339 0.072
H -41.9229 -6.1413 1.5242 0.150 0.181 0.114 0.116
H -40.8514 -7.3851 0.8118 -0.110 -0.092 0.275 0.115
H -40.0068 -4.5757 1.7912 0.405 0.337 0.030 0.106
H -39.1238 -6.0127 1.4638 1.028 0.257 -0.341 0.112
H -38.0176 -3.6031 0.9509 0.137 0.211 -0.247 0.043
H -39.0683 -3.5065 -0.4914 -0.260 -0.100 0.069 0.086
H -37.8330 -4.8039 -0.3240 0.056 0.298 -0.319 0.075
C -33.5869 -6.8212 7.0120 -1.153 -0.096 -0.322 -0.067
C -32.6594 -5.6286 7.0727 0.588 -0.755 0.105 -0.281
O -32.6007 -5.1478 8.4000 0.081 -0.595 0.269 -0.151
C -31.6111 -4.1848 8.5879 0.623 1.442 0.436 -0.319
C -31.5002 -3.8335 10.0716 -0.568 -0.850 -0.291 -0.074
H -33.8266 -7.1222 5.9885 0.073 0.450 -0.151 0.051
H -33.2503 -7.7564 7.4611 0.516 0.389 0.405 0.077
H -34.5399 -6.5670 7.4832 0.001 -0.022 -0.006 0.080
H -31.6762 -5.9985 6.7519 0.219 0.347 0.045 0.119
H -32.9305 -4.7969 6.4164 -0.306 -0.137 -0.228 0.111
H -30.6032 -4.5023 8.2884 -0.222 -0.279 -0.480 0.117
H -31.8815 -3.2775 8.0267 0.177 -0.054 -0.192 0.117
H -31.1577 -4.7595 10.5403 -0.266 0.182 0.442 0.076
H -32.4955 -3.5483 10.4159 0.117 -0.121 0.312 0.075
H -30.7953 -3.0495 10.3333 0.092 0.126 -0.409 0.071
C -34.1699 -5.0153 -2.6177 0.584 -1.215 0.588 -0.052
C -34.5391 -6.5123 -2.5799 0.838 -0.357 -0.423 -0.284
O -35.2859 -6.8158 -1.4331 0.184 0.293 0.165 -0.157
C -35.3969 -8.1685 -1.0897 -0.315 -1.169 0.524 -0.296
C -35.9684 -8.2004 0.3145 -0.880 0.209 0.353 -0.065
H -34.3429 -4.6242 -3.6141 -0.006 0.426 0.152 0.070
H -34.6361 -4.4665 -1.8024 -0.536 0.056 -0.333 0.055
H -33.1117 -4.9938 -2.3508 0.098 0.435 -0.399 0.070
H -34.9916 -6.8364 -3.5295 -0.605 0.114 0.288 0.115
H -33.6210 -7.1205 -2.5488 0.060 0.185 0.077 0.111
H -36.0226 -8.6939 -1.8202 -0.403 0.099 0.096 0.119
H -34.5031 -8.8112 -1.0626 0.691 0.883 -0.347 0.118
H -36.2058 -9.1770 0.7421 0.023 -0.239 -0.583 0.076
H -36.8987 -7.6263 0.2901 -0.002 0.003 0.244 0.069
H -35.3222 -7.7558 1.0716 0.198 0.289 -0.343 0.051
C -31.2789 -13.4480 6.5661 0.936 1.208 -1.688 -0.072
C -32.5757 -13.0919 5.8394 -0.208 -1.323 0.416 -0.312
O -32.5696 -11.7892 5.3335 0.586 0.364 0.233 -0.155
C -33.8181 -11.3931 4.8131 -0.060 0.136 0.369 -0.291
C -33.7057 -10.0118 4.2037 -0.730 -0.243 -0.319 -0.072
H -30.5171 -13.6226 5.7951 -0.032 -0.184 0.055 0.070
H -30.9012 -12.5298 7.0230 -0.210 -0.311 0.701 0.077
H -31.2757 -14.3317 7.1915 -0.430 0.153 0.308 0.071
H -32.7139 -13.7833 4.9980 -0.163 -0.136 0.053 0.116
H -33.3992 -13.2712 6.5439 -0.256 0.335 -0.130 0.116
H -34.1804 -12.1517 4.1083 -0.017 0.117 -0.126 0.119
H -34.5342 -11.3298 5.6451 -0.111 -0.194 -0.084 0.121
H -33.4828 -9.2815 4.9783 0.397 0.046 -0.141 0.058
H -34.6871 -9.7359 3.8054 -0.042 -0.007 0.068 0.078
H -33.0348 -9.9785 3.3464 0.338 0.065 0.271 0.079
C -36.1495 0.7916 3.6124 0.122 1.096 0.361 -0.078
C -36.7397 0.0602 2.4450 -0.244 -0.628 -0.723 -0.292
O -35.7133 -0.5704 1.6990 0.532 0.548 0.177 -0.172
C -36.1668 -1.4444 0.6832 0.087 0.135 0.371 -0.286
C -35.0536 -1.5933 -0.3464 -0.191 0.118 0.356 -0.056
H -35.4905 1.5810 3.2394 0.120 -0.168 -0.091 0.078
H -36.9122 1.3455 4.1663 -0.210 -0.224 -0.072 0.076
H -35.5758 0.2351 4.3515 -0.111 -0.495 -0.285 0.075
H -37.5049 -0.6886 2.6903 0.094 -0.035 0.471 0.110
H -37.2586 0.7609 1.7778 0.003 0.205 0.099 0.120
H -36.3355 -2.3983 1.1971 -0.247 -0.168 -0.428 0.085
H -37.1190 -1.0768 0.2821 0.083 -0.067 -0.211 0.119
H -34.7021 -0.6400 -0.7412 -0.151 0.157 0.234 0.077
H -35.3538 -2.1801 -1.2134 -0.018 -0.306 0.205 0.063
H -34.2333 -2.0540 0.2046 0.217 -0.139 -0.412 0.074
C -43.1404 -6.0326 6.7895 0.287 -0.507 -0.251 -0.074
C -41.6805 -5.8348 6.4179 0.257 0.856 1.356 -0.285
O -41.5187 -4.5045 5.9354 0.127 -0.851 -0.759 -0.161
C -40.2647 -4.2979 5.3134 0.313 0.510 0.383 -0.298
C -40.3598 -2.9635 4.5852 1.512 -0.081 0.255 -0.070
H -43.5137 -5.2192 7.4072 0.173 0.097 0.022 0.076
H -43.7763 -6.1084 5.9079 0.019 0.000 -0.032 0.073
H -43.2190 -6.9594 7.3613 -0.166 -0.002 -0.036 0.073
H -41.0664 -5.8975 7.3310 -0.125 -0.150 0.096 0.117
H -41.2407 -6.6038 5.7752 -0.422 0.151 -0.532 0.114
H -39.4620 -4.2231 6.0642 -0.140 0.082 0.202 0.117
H -39.9306 -5.1606 4.7243 -0.540 0.076 -0.493 0.104
H -39.4451 -2.7562 4.0149 -0.185 -0.489 -0.404 0.050
H -40.2426 -2.1786 5.3356 -0.972 0.116 0.013 0.077
H -41.2315 -2.8931 3.9449 -0.111 0.192 0.128 0.078
```
Forces are in eV/Å.

Properties
- HOMO (eV) = -9.51
- orbital gap (eV) = 10.16
- SMILES = CCOCC.CCOCC.CCOCC.CCOCC.CCOCC.CCOCC.CCOCC.CCOCC
- total charge = 0
- E (eV) = -50856.4833
- energy above the lowest of the compared OMol25 structures with the same formula, charge and spin (kcal/mol) = 28.20